Molecular formula: C37H49BrN2P2SV
Method: DFT, wB97M-V/def2-TZVPD

The geometry in XYZ format:
```
93
Properties=species:S:1:pos:R:3:forces:R:3:mulliken_spin:R:1
Br -4.487699 -1.769761 2.902706 -0.7068 -0.6256 0.8868 0.0059
V -0.278650 -0.116163 -2.123687 3.4389 -2.6539 -0.3586 2.4722
S -0.498715 1.704641 2.856295 -0.1072 0.1520 -1.0796 0.0012
P 2.604873 -0.580012 -0.629800 0.4756 1.4392 -0.0566 0.0228
P -1.283504 -2.008785 -2.835770 -2.2823 -1.2158 1.7763 -0.1008
N 1.432861 0.271113 -1.425696 2.0108 0.2010 1.3823 0.1039
N 0.067750 5.235631 -4.312173 -0.3547 0.2044 0.0188 0.0223
C 0.353780 -1.668060 5.769497 -0.0837 0.0652 -0.1367 0.0000
C 1.406796 -1.073516 5.063190 0.0507 -0.0203 0.0826 -0.0003
C -0.315868 4.232749 -5.094375 0.1545 -0.4645 0.0576 -0.0087
C 1.883062 -1.396678 0.805107 -0.1094 -0.5344 0.2535 0.0144
C 0.976440 3.613036 4.187956 -0.4136 0.1450 0.1164 0.0000
C -1.419204 3.582610 4.610182 0.5253 0.0225 0.0049 -0.0002
C 2.159706 -2.886623 0.933440 0.0643 -0.6039 0.3366 0.0042
C -3.518482 -0.739117 1.769392 1.3687 1.1199 -2.5053 0.0253
C 1.150182 -0.069237 4.129787 -0.4344 -0.1559 0.1643 0.0004
C 5.132585 -0.339522 0.580031 0.2813 -0.3002 0.1000 0.0002
C -0.942525 1.564838 -2.597381 -3.9543 -0.2765 4.7680 0.1771
C -0.577654 2.941862 -4.625946 -0.0229 0.2827 0.6672 0.0347
C 3.925121 0.468688 0.069048 -0.0889 0.3633 -0.0639 -0.0017
C -0.537341 2.755032 -3.228526 0.7856 1.7632 -0.8079 0.2144
C -1.509516 1.109072 -1.444940 0.6457 5.1385 -3.5466 -0.3062
C -0.967787 -1.322322 5.462177 0.2022 -0.1082 0.0094 0.0001
C 0.341380 -4.476841 -2.602027 0.0005 -0.2904 -0.1252 -0.0023
C -0.112764 3.813369 -2.390771 -0.2681 0.1755 -0.6664 0.0342
C -1.224153 -0.333074 4.517764 0.2496 0.0783 -0.0243 0.0016
C -1.277215 4.659966 5.486553 0.1284 -0.0285 -0.0350 0.0002
C 3.459533 -1.469284 -1.932512 0.2299 -0.8770 0.0723 -0.0005
C -0.167659 0.343385 3.902597 0.2487 -0.8554 0.4708 -0.0010
C -0.290548 3.062211 3.960507 -0.0209 0.6860 0.6357 0.0003
C 3.857758 -0.506971 -3.069901 -0.1244 0.1677 -0.2878 0.0045
C -2.107316 -0.762518 -3.998627 0.0327 -0.5076 -2.1328 0.0916
C -3.719198 -3.666645 -2.394576 -0.0720 -0.2506 -0.0664 -0.0053
C 0.258191 -2.981588 -2.262688 0.5907 -0.5918 -1.5114 0.0349
C -2.723275 -2.646324 -1.838213 0.1743 0.1424 0.0970 0.0089
C -1.628176 -0.551501 0.215677 -0.8823 -0.0359 0.4509 0.0758
C -3.952044 0.537351 1.353256 0.3482 -0.3885 0.4167 -0.0021
C -2.352612 -1.275291 1.160301 0.1660 0.3273 0.4627 -0.0300
C 0.146790 5.042297 -2.996779 0.2343 -0.5789 0.1243 -0.0083
C -3.068535 -1.338269 -5.034384 0.0094 -0.0010 -0.2295 0.0229
C -3.230029 1.281907 0.426961 0.1518 -0.1961 -0.8345 0.0587
C -2.129998 0.695630 -0.255357 -0.3245 -1.0451 1.5410 0.0421
C -0.015761 5.228264 5.707579 0.0096 -0.3234 -0.0333 -0.0001
C 1.111085 4.693348 5.065003 -0.1832 -0.0314 0.0298 0.0000
H -4.885282 0.912151 1.750956 0.1333 0.2464 0.1471 0.0021
H -0.834320 2.141815 -5.324093 -0.0503 0.2633 0.3257 0.0038
H -1.799823 -1.819199 5.961228 0.2441 0.1258 -0.0762 0.0001
H -0.015849 3.689330 -1.308490 -0.1983 0.0075 -0.3867 0.0001
H -2.235885 -0.056246 4.237815 0.0508 0.0078 0.2723 -0.0014
H -2.380557 3.108422 4.430828 0.0745 0.1907 0.0907 0.0000
H 4.866036 -1.070750 1.361721 -0.0429 0.2805 -0.2610 0.0000
H 1.787739 -3.452644 0.072945 0.1472 0.0077 0.1465 -0.0007
H -3.527884 -0.496021 -5.560486 -0.0144 -0.1077 -0.0027 0.0011
H -3.271308 -1.738370 -1.541804 0.1770 -0.2009 -0.0535 0.0050
H 5.635484 -0.896013 -0.227599 -0.1694 0.3002 0.2885 0.0000
H -2.056922 -2.278953 1.448510 0.1731 0.1393 0.0537 0.0007
H -0.698791 -0.971661 -0.258937 -1.2271 0.0965 0.8986 -0.0286
H 5.883975 0.332636 1.025410 -0.3818 -0.1812 -0.2225 -0.0001
H 4.235887 -1.094870 -3.916959 -0.0004 0.1860 0.2953 0.0011
H 2.101062 5.108299 5.260035 -0.3065 -0.0703 -0.0763 0.0000
H 1.660097 -3.281432 1.829105 0.1106 0.1145 -0.2472 -0.0004
H 4.345906 -1.948839 -1.500685 -0.1699 -0.0289 -0.1422 0.0024
H -1.288766 -0.169326 -4.464222 -0.7018 -0.3357 0.0837 -0.0039
H 1.151183 -2.505196 -2.706537 -0.6756 0.0351 0.0864 0.0022
H 2.437897 -1.377588 5.255986 -0.3204 0.0886 0.0170 0.0000
H -0.002772 -4.658907 -3.623602 0.0849 -0.0821 0.1892 0.0021
H 2.999504 0.084342 -3.435894 0.3517 -0.3449 0.2089 -0.0010
H -0.246643 -5.089103 -1.906908 0.0139 0.2071 -0.2478 0.0001
H -2.735754 -0.082146 -3.389475 0.8224 -0.6686 0.2921 0.0094
H -3.867780 -1.896574 -4.540104 0.1755 0.1134 -0.2190 -0.0017
H 0.802595 -1.194597 0.771120 0.4413 -0.0495 0.1028 0.0085
H 1.679898 1.255549 -1.358147 -0.2503 0.1470 -0.2569 0.0120
H -0.421953 4.443114 -6.155456 0.1533 0.0573 0.1136 0.0001
H 0.090107 6.062033 6.412574 -0.0194 -0.3814 -0.3895 0.0000
H 1.385585 -4.826106 -2.536595 -0.3401 0.1729 0.0370 0.0005
H 0.557218 -2.400608 6.557862 -0.0534 0.2487 -0.4195 0.0000
H -4.401598 -3.954605 -1.581620 0.2270 0.0416 -0.2102 0.0000
H 3.227918 -3.114412 1.047979 -0.2389 0.1242 -0.1033 0.0002
H 2.813075 -2.281259 -2.291248 0.4310 0.2283 0.0181 -0.0020
H -3.230217 -4.577954 -2.756158 -0.0927 0.1768 0.0306 0.0009
H -2.270266 -3.041087 -0.919073 -0.0950 0.0415 -0.1672 0.0032
H 1.939968 0.422386 3.566631 0.0428 -0.0339 0.2905 0.0002
H 0.437218 5.889481 -2.383363 0.0434 0.0087 -0.1466 0.0004
H 3.491285 1.054504 0.893915 0.0116 -0.0933 -0.2700 -0.0019
H -2.154397 5.038539 6.013709 0.2844 -0.0346 -0.1786 0.0000
H 0.341210 -2.888082 -1.163291 -0.5787 0.5393 -0.4462 -0.0189
H 1.831322 3.181478 3.670436 -0.0799 0.1816 0.1732 0.0000
H 4.251282 1.176105 -0.709490 -0.1383 -0.1547 0.2374 -0.0007
H -2.581970 -1.972114 -5.774331 -0.0057 -0.0359 0.0721 -0.0006
H -3.517190 2.310785 0.181842 -0.1202 -0.5644 -0.0522 -0.0013
H -4.350984 -3.265799 -3.194514 0.2640 -0.1072 0.1787 -0.0001
H 4.639488 0.208650 -2.768707 -0.2330 -0.3839 -0.0582 -0.0001
H 2.252273 -0.878010 1.706344 -0.0973 -0.0329 -0.4404 0.0000
```
Positions in Å, forces in eV/Å.

Summary:
- highest occupied orbital energy (spin up / spin down) (eV) = -12.99 / -13.00
- lowest unoccupied orbital energy (spin up / spin down) (eV) = -6.43 / -7.52
- gap between HOMO and LUMO (spin up / spin down) (eV) = 6.6 / 5.5
- multiplicity = 4
- net charge = +2
- total energy (Eh) = -6146.96325

***

Molecular formula: C37H50F3IrN4O3P2S2Si2
Method: DFT, wB97M-V/def2-TZVPD

The geometry in XYZ format:
```
104
Properties=species:S:1:pos:R:3:forces:R:3:mulliken_charge:R:1
Ir 0.353123 -0.930632 -0.076589 0.6101 -0.5687 0.1124 1.8081
S -2.996585 -0.462263 2.315216 -0.0125 -0.0199 0.0294 0.0211
S -0.743149 -3.442736 -0.635254 -0.7720 0.5351 0.1564 0.7981
P 1.789525 0.840979 1.387092 -0.3140 0.1765 -0.0141 1.6207
P 0.091335 1.611288 -0.919758 -0.1750 -0.0850 -0.2051 0.9334
Si 3.522500 -1.676548 0.795102 0.0164 0.0312 -0.0401 0.1738
Si 0.324091 -0.268396 -3.403997 0.0319 -0.0646 0.0617 0.2085
F -1.875101 -4.154039 1.639146 0.0118 0.0194 -0.0095 -0.2234
F -0.237173 -2.736350 1.822028 0.0220 -0.0289 -0.0114 -0.1020
F 0.167009 -4.829807 1.411907 -0.0161 -0.0230 -0.0039 -0.2534
O -1.581140 -2.222729 -0.641604 0.3117 -0.0200 -0.0557 -0.5052
O 0.654947 -3.057681 -0.880564 0.0576 0.0242 -0.0611 -0.6690
O -1.270807 -4.580930 -1.304542 0.1848 -0.0950 0.0235 -0.6893
N 2.206021 -0.540050 0.622739 0.1432 0.0607 -0.0992 0.2054
N -5.350290 -0.335231 3.581843 0.0414 -0.0422 0.0092 0.1010
N 0.427951 0.218638 -1.727544 -0.0137 0.2496 -0.0849 0.2750
N -5.342362 -1.513675 1.600142 0.0051 -0.0432 0.0202 0.3034
C -4.620638 -0.800749 2.498882 -0.0347 0.0762 -0.0443 -0.1382
C 0.248912 1.075385 0.681402 -0.0574 -0.2494 0.1387 -1.0021
C 0.331933 0.282438 3.660523 -0.0177 -0.0023 -0.0205 -0.7307
C 2.633083 4.160909 -2.877722 0.0101 -0.0320 -0.0106 -0.7814
C -0.464832 1.124078 -4.380504 -0.0469 0.0009 0.0124 -1.0027
C 2.705248 0.475764 4.015786 -0.0214 -0.0250 0.0069 -0.1160
C 2.041417 -0.650835 -4.040335 0.0217 -0.0010 0.0120 -0.9805
C 0.165954 -0.087741 4.987192 0.0008 -0.0079 0.0108 -0.6045
C 2.536054 0.115125 5.343384 0.0090 0.0042 -0.0111 -0.7921
C 2.604126 5.275453 -2.054700 0.0141 0.0227 0.0159 -0.6173
C -4.712636 -2.279453 0.539096 0.0033 0.0091 -0.0089 -0.5636
C 1.602731 0.555621 3.164820 0.0676 -0.0075 0.0182 0.4875
C 3.048748 2.125882 1.240285 -0.0350 0.0467 0.0664 0.5882
C -1.615205 2.098320 -1.285146 0.0263 0.0484 -0.0224 0.5202
C -2.624261 1.221496 -0.885689 0.0121 -0.0005 0.0079 -0.0548
C -1.945856 3.261572 -1.971203 -0.0057 -0.0204 -0.0105 -0.4177
C -6.048646 -1.328100 4.393531 -0.0068 0.0101 0.0003 -1.1520
C 3.839074 2.160414 0.093853 -0.0073 -0.0158 0.0101 -0.4493
C -4.273097 2.670635 -1.865956 -0.0108 -0.0125 0.0108 -0.8389
C -4.761347 0.711021 4.399392 -0.0027 0.0004 0.0052 -0.9952
C 3.828941 -2.531069 -0.830623 0.0024 -0.0175 -0.0031 -0.9849
C -0.679865 -3.837615 1.160817 -0.0591 0.0022 0.0537 0.6367
C -3.946262 1.509179 -1.174006 -0.0109 0.0207 -0.0079 -0.5131
C 1.084704 3.036652 -1.416180 0.0081 0.0220 0.0227 0.9253
C -6.788685 -1.431152 1.498105 0.0036 -0.0039 -0.0069 -1.2474
C 1.827390 5.270688 -0.902491 0.0022 -0.0005 -0.0008 -0.7580
C 3.171306 3.135201 2.192772 0.0048 0.0046 -0.0106 -0.6733
C 3.183557 -2.918459 2.147709 -0.0150 -0.0284 0.0012 -0.8567
C 5.091606 -0.750689 1.239914 0.0256 -0.0258 -0.0240 -1.0846
C -3.274656 3.546276 -2.261914 0.0084 0.0028 -0.0006 -0.7986
C 4.884860 4.177126 0.871354 0.0129 0.0156 -0.0078 -0.6687
C 1.881677 3.038904 -2.554357 0.0175 0.0160 0.0532 -0.4016
C 1.265898 -0.172850 5.827878 -0.0056 0.0060 0.0032 -0.6030
C 4.089968 4.158349 2.007977 -0.0159 0.0012 0.0080 -0.7756
C 1.065791 4.158141 -0.586215 -0.0120 0.0073 -0.0232 -0.3647
C -0.729644 -1.778816 -3.673189 -0.0464 -0.0046 -0.0219 -1.1754
C 4.757474 3.180740 -0.087401 0.0019 -0.0014 -0.0202 -0.9897
H -2.380766 0.325221 -0.326847 0.0002 -0.0004 0.0004 -0.3774
H 3.936154 -1.797763 -1.632682 0.0073 0.0076 0.0015 0.1930
H 2.552522 3.117688 3.081951 0.0041 0.0047 -0.0119 0.5124
H 3.698052 0.699905 3.646355 0.0119 0.0050 -0.0019 0.2811
H 3.394856 0.056381 5.999832 -0.0007 0.0004 -0.0004 0.4211
H 4.186828 4.937993 2.752596 -0.0006 -0.0007 -0.0002 0.4438
H 3.723706 1.381766 -0.651385 0.0048 0.0029 -0.0074 0.6675
H -1.681056 -1.707813 -3.144302 0.0102 -0.0047 -0.0180 0.1892
H -0.828160 -0.307557 5.355112 -0.0020 0.0016 -0.0002 0.4333
H -5.391074 -1.686694 5.194155 -0.0080 0.0025 0.0052 0.3375
H -6.937273 -0.886175 4.846644 -0.0021 -0.0006 -0.0040 0.3085
H 1.816382 6.134801 -0.250801 -0.0001 -0.0005 0.0007 0.4062
H 4.764423 -3.093809 -0.766683 -0.0125 -0.0180 -0.0121 0.4813
H -3.952027 0.329798 5.031064 0.0021 0.0022 -0.0008 0.3084
H 2.528613 -1.348442 -3.354861 -0.0059 -0.0098 -0.0202 0.1185
H 0.456330 4.152857 0.310935 -0.0005 -0.0004 0.0021 0.4856
H -4.357666 1.497087 3.768177 -0.0030 -0.0016 0.0007 0.3342
H 5.004814 -0.112963 2.119469 -0.0178 0.0077 0.0120 0.2371
H 3.029484 -3.221218 -1.097686 -0.0029 0.0173 -0.0109 0.2033
H 1.136925 -0.458902 6.864117 -0.0020 -0.0014 -0.0007 0.4064
H 1.927387 2.161334 -3.183687 0.0143 -0.0220 -0.0112 -0.0286
H 5.604410 4.973700 0.728892 -0.0010 -0.0027 0.0006 0.4165
H 3.195355 6.147530 -2.304062 -0.0033 -0.0003 0.0011 0.3867
H 5.370964 3.203404 -0.978931 -0.0011 -0.0022 -0.0006 0.4429
H 5.866805 -1.493570 1.450846 0.0015 0.0100 0.0039 0.4656
H -7.052609 -1.258282 0.452568 -0.0033 0.0086 0.0012 0.3780
H -0.101325 2.121277 -4.136044 0.0082 0.0249 -0.0137 0.3491
H -0.522512 0.370481 3.001053 0.0156 0.0019 0.0125 0.1088
H -0.941434 -1.853542 -4.744166 0.0072 -0.0181 0.0011 0.5525
H -1.545219 1.117992 -4.216504 -0.0011 0.0207 -0.0044 0.2579
H 3.896889 -3.744932 2.092398 0.0118 0.0083 0.0239 0.4125
H -0.285843 0.957878 -5.446253 -0.0080 -0.0165 -0.0025 0.4564
H -3.526786 4.451687 -2.798965 0.0035 0.0007 0.0008 0.4325
H -5.308156 2.893779 -2.092791 0.0007 -0.0010 0.0026 0.3908
H -1.169809 3.947093 -2.288306 -0.0047 0.0063 -0.0036 0.3279
H -3.634786 -2.232612 0.633136 -0.0058 -0.0204 0.0151 -0.3878
H -0.232017 -2.700911 -3.371288 -0.0022 0.0080 0.0028 0.2209
H 3.275205 -2.455763 3.133570 -0.0295 0.0074 0.0025 0.2508
H 2.181506 -3.339543 2.067942 0.0217 -0.0217 -0.0086 0.0787
H -6.348887 -2.183334 3.797909 0.0068 -0.0044 0.0090 0.4113
H -5.045486 -3.319406 0.587449 -0.0178 0.0063 -0.0121 0.4195
H 3.246915 4.159158 -3.769604 -0.0027 -0.0019 0.0005 0.3852
H 2.679441 0.231140 -4.130774 -0.0005 -0.0006 0.0201 0.3206
H -5.548119 1.121322 5.034198 0.0015 -0.0022 0.0025 0.2973
H -7.162771 -0.607782 2.099158 -0.0020 0.0003 -0.0021 0.4030
H -4.992593 -1.872726 -0.436685 0.0145 0.0111 0.0026 0.3168
H 1.989774 -1.129666 -5.021446 0.0016 0.0121 -0.0061 0.4144
H 5.442038 -0.132483 0.412303 0.0143 0.0090 -0.0004 0.2869
H -7.276387 -2.357669 1.814516 0.0023 -0.0030 -0.0051 0.3376
H -4.723697 0.828309 -0.849357 0.0013 0.0006 0.0039 0.4722
```
Positions in Å, forces in eV/Å.

Summary:
- highest occupied orbital energy (eV) = -7.34
- lowest unoccupied orbital energy (eV) = 0.35
- gap between HOMO and LUMO (eV) = 7.7
- net charge = 0
- total energy (Eh) = -4346.76622